C20H17ClN6O6Ti | the ωB97M-V functional and the def2-TZVPD basis

Element x y z (Å)
Ti: 0.389 0.015 -1.405
C: -0.212 3.597 -3.771
C: -0.471 2.696 -2.589
O: 0.162 1.592 -2.615
C: -1.345 3.076 -1.598
C: -1.681 2.254 -0.480
C: -2.668 2.802 0.517
N: -1.173 1.072 -0.299
N: -1.607 0.420 0.857
C: -1.122 -0.782 0.874
O: -0.380 -1.287 -0.046
C: -1.442 -1.647 2.047
C: -2.178 -1.169 3.128
C: -2.448 -1.992 4.210
C: -1.985 -3.303 4.225
C: -1.252 -3.783 3.149
C: -0.980 -2.959 2.065
H: -0.621 3.127 -4.668
H: 0.865 3.695 -3.916
H: -0.662 4.581 -3.643
H: -1.829 4.039 -1.676
H: -3.004 3.792 0.211
H: -2.210 2.855 1.505
H: -3.523 2.132 0.608
H: -2.526 -0.145 3.098
H: -3.019 -1.610 5.048
H: -2.196 -3.946 5.072
H: -0.887 -4.803 3.153
H: -0.406 -3.309 1.217
O: 3.766 -1.602 -2.271
Cl: 2.478 -1.565 -2.896
O: 1.437 -1.921 -1.913
O: 2.428 -2.482 -3.994
O: 2.142 -0.219 -3.322
N: -1.158 -0.916 -2.821
C: -1.874 -1.505 -3.521
N: -2.602 -2.137 -4.391
C: -3.901 -2.254 -4.241
N: -5.055 -2.408 -4.221
N: 1.656 0.540 -0.374
C: 2.600 0.526 0.602
C: 3.314 1.685 0.962
C: 4.268 1.655 1.965
C: 4.548 0.476 2.648
C: 3.851 -0.679 2.301
C: 2.898 -0.661 1.299
H: 3.094 2.601 0.427
H: 4.804 2.565 2.218
H: 5.297 0.456 3.431
H: 4.059 -1.609 2.819
H: 2.359 -1.557 1.016

For the molecular weight, the calculation gives 520.7 u. The charge is -2. The calculation puts the orbital gap at 0.242 Ha. The calculation puts the LUMO energy at 4.60 eV. The HOMO energy comes out at -1.98 eV. As for the spin multiplicity: 1.